(1)
Here is a cluster of 2 separate species, C5H12NO2 in total in a non-equilibrium geometry from OMol25. Energies are from the ωB97M-V functional and the def2-TZVPD basis.

Output
- Orbital gap: 11.015 eV
- Net charge: +1
- Energy above the lowest of the compared OMol25 structures with the same formula, charge and spin: 19.4 kcal per mole

Geometry as XYZ:
```
20
Properties=species:S:1:pos:R:3:forces:R:3
H -0.675 0.948 1.767 -0.1 0.4 -0.7
H 0.003 1.070 -0.561 0.2 0.0 -0.2
H -2.256 -0.013 0.432 -0.7 -0.3 0.0
C -0.346 0.056 1.240 -0.8 0.1 1.1
C -1.519 -0.762 0.684 1.1 -0.1 -1.0
C 1.047 -0.859 -2.071 0.6 0.2 -0.3
H -1.506 -1.112 -1.489 -0.1 0.4 -0.4
C 0.514 -0.967 -0.648 -0.9 0.0 -1.8
H -1.895 -1.567 1.277 -0.4 0.1 0.9
O 0.877 2.903 0.985 0.1 -0.2 0.1
H 0.272 -0.378 2.030 0.3 -0.7 -0.7
N 0.468 0.354 0.001 -0.2 -0.4 1.8
C -0.958 -1.422 -0.617 0.4 0.1 0.2
H 0.311 3.674 1.083 0.0 0.1 0.0
H 1.093 -1.657 -0.079 0.7 -0.2 0.7
H 1.787 -1.606 -2.407 -0.2 -0.2 0.1
H -0.973 -2.506 -0.661 -0.2 -0.1 0.4
O 0.725 0.042 -2.792 -0.2 0.1 0.3
H 1.669 3.100 1.499 -0.1 0.2 0.0
H 1.361 0.703 0.326 0.3 0.4 -0.4
```
Positions in Å, forces in eV/Å.



(2)
Here is a cluster of 2 separate species, C3H6O2 in total in a non-equilibrium geometry from OMol25. Energies are from the ωB97M-V functional and the def2-TZVPD basis.

Output
- Orbital gap: 10.522 eV
- Net charge: 0
- Energy above the lowest of the compared OMol25 structures with the same formula, charge and spin: 126.5 kcal per mole
- SMILES: O=C[C@@H]1CO1.[H][H]

Geometry as XYZ:
```
11
Properties=species:S:1:pos:R:3:forces:R:3
H 1.940 0.078 -0.970 0.0 0.1 0.0
C -0.451 -0.402 1.513 0.3 0.1 0.0
H -0.798 -0.465 -1.732 -0.6 -0.7 -0.2
C 0.211 0.190 0.328 1.0 1.8 0.3
O -1.126 0.412 0.553 0.0 0.5 0.1
C 0.888 0.405 -0.950 -0.4 -0.8 -1.1
H -0.882 -1.125 -1.398 -0.3 -0.4 -0.3
O 0.342 1.053 -1.820 0.8 0.1 -0.1
H -0.274 0.114 2.459 0.1 -0.2 -0.1
H 0.978 1.165 0.400 -1.3 -0.7 2.0
H -0.829 -1.426 1.618 0.5 0.2 -0.4
```
Positions in Å, forces in eV/Å.